Formula: C5H11NO
Source: the OMol25 dataset
Level of theory: wB97M-V/def2-TZVPD

```
! RIJCOSX wB97M-V def2-TZVPD def2/J DEFGRID3
* xyz 0 1
C -1.27420 -0.20585 -1.36335
C 0.00522 -0.59924 -0.72733
C 1.08337 1.33772 -0.40126
N 0.13942 -1.00132 0.51933
C -0.92102 -0.78134 1.47476
C 1.44533 -0.11607 0.73491
O 2.51578 -0.65545 0.52208
H -1.88447 0.42025 -0.70295
H -1.08957 0.31902 -2.30415
H -1.79796 -1.15120 -1.55186
H 0.85852 -0.82144 -1.36187
H 1.99571 1.79965 -0.02599
H 1.14436 1.35139 -1.50186
H 0.19514 1.92636 -0.14010
H -1.24216 0.27259 1.54101
H -1.75760 -1.41239 1.17279
H -0.56732 -1.10732 2.45874
H 1.15145 0.42464 1.65710
*
```

Summary:
- Frontier orbital gap: 0.3122 hartree